66
Properties=species:S:1:pos:R:3:forces:R:3 method="wB97M-V/def2-TZVPD" total_charge=-2 fmax_ha_per_bohr=0.1732 lumo_energy_ev="4.066 / 4.182" homo_energy_ha="0.071 / 0.089" orbital_gap_ha="0.078 / 0.064"
C -0.0586 -0.0663 -3.6666 -0.2 -0.1 -0.3
C -0.0730 1.1695 -2.7207 -0.1 0.2 0.0
C 0.7256 -1.1529 -2.8875 -0.1 0.0 -0.2
C 1.5851 -0.3839 -1.8945 0.6 -0.2 1.1
H 1.3020 -1.7736 -3.5633 0.1 -0.1 -0.1
H 0.0234 -1.7960 -2.3600 -0.1 -0.1 0.1
C 0.6436 0.7533 -1.4349 -0.4 0.1 -0.5
H -1.0944 1.4908 -2.5293 -0.2 0.1 -0.1
H 0.4514 2.0008 -3.1872 0.1 0.1 -0.2
C -0.3523 0.3098 -0.3757 0.4 0.1 0.2
H 1.2210 1.5813 -1.0233 0.0 0.0 0.1
H 2.3772 0.1076 -2.4739 0.1 0.1 -0.2
C 2.2235 -1.1598 -0.8020 -0.1 0.3 -0.2
C -1.4425 -0.6302 -3.9183 0.2 0.5 0.4
C 0.6885 0.2832 -4.9608 0.5 -0.6 0.4
O 1.7900 -0.1332 -5.2165 -0.6 0.3 -0.2
O -2.4291 -0.4106 -3.2528 0.1 -0.3 -0.4
O -1.4148 -1.4930 -4.9538 -0.4 -0.4 -0.3
O 0.1383 1.1742 -5.8219 -0.2 0.3 -0.3
C -1.2036 1.6572 -5.7068 0.3 -0.2 0.1
H -1.4466 1.9872 -4.7015 0.0 0.0 0.1
H -1.9144 0.8997 -6.0302 -0.1 -0.1 0.0
H -1.2627 2.5061 -6.3800 0.0 0.1 -0.1
C -2.6457 -2.1838 -5.2300 0.4 0.2 0.2
H -2.9415 -2.7883 -4.3767 0.0 0.0 0.1
H -2.4399 -2.8117 -6.0887 0.0 -0.1 -0.1
H -3.4397 -1.4762 -5.4553 -0.1 0.1 0.0
O 0.2049 0.3277 0.8978 2.2 -1.5 -8.5
H -0.7460 -0.6847 -0.6159 -0.1 -0.1 0.0
H -1.2102 0.9926 -0.4152 -0.3 0.2 0.0
C 3.6104 -0.8067 -0.4220 -0.6 -0.2 -0.1
C 1.6042 -2.3889 -0.2573 0.1 0.8 -0.3
H 1.4870 -3.1681 -1.0210 -0.2 -0.9 -0.3
H 0.6062 -2.2056 0.1481 -0.4 -0.2 0.3
H 2.1960 -2.8008 0.5543 0.2 -0.1 0.2
H 3.7804 -0.9661 0.6409 0.2 0.1 0.3
H 3.8449 0.2325 -0.6524 0.1 0.2 0.1
H 4.3456 -1.4224 -0.9603 1.0 -0.3 -0.2
Bi -0.2631 0.6078 2.6536 1.7 -1.3 3.5
C 0.7513 2.2977 4.1005 0.7 2.1 0.7
C 1.3474 2.4229 2.8210 0.7 1.4 0.4
C 0.3618 2.8537 1.9260 0.3 1.8 -0.1
H 2.3643 2.1735 2.5759 0.1 -0.1 -0.1
C -0.8555 2.9408 2.6228 0.0 2.2 0.4
C -0.5989 2.6283 3.9842 0.3 2.3 0.7
H -1.3230 2.6133 4.7795 -0.1 -0.2 0.1
H 1.2462 1.9527 4.9903 0.0 0.0 -0.1
H 0.4897 2.9937 0.8673 0.0 -0.1 -0.1
H -1.8045 3.2278 2.2027 -0.1 -0.1 -0.1
C -1.4327 -1.3757 3.4863 -1.2 -1.1 0.5
C -1.9133 -0.2442 4.1783 -2.4 -1.2 1.0
C -2.5941 0.5675 3.2504 -2.3 -1.1 0.8
H -1.7705 -0.0393 5.2254 0.1 0.1 0.0
C -2.4956 -0.0372 1.9840 -1.8 -0.8 0.0
C -1.7931 -1.2507 2.1403 -1.1 -0.9 -0.1
H -1.5184 -1.9285 1.3512 0.1 0.0 -0.1
H -0.8376 -2.1629 3.9092 0.0 0.0 -0.1
H -3.0957 1.4932 3.4663 0.1 0.2 0.0
H -2.8869 0.3566 1.0613 0.0 0.0 -0.1
Cl 0.4082 0.4401 6.8335 -0.1 0.1 -0.1
C 1.1386 -1.0346 6.1639 1.0 -0.6 1.2
Cl -0.0133 -2.3828 6.2552 -0.2 -0.2 -0.1
C 1.8808 -0.8949 4.8358 4.9 0.4 -5.1
O 3.1351 -1.2837 4.8454 -4.4 0.8 1.5
O 1.4411 -0.3725 3.6865 1.6 -2.8 5.3
H 1.8974 -1.3330 6.9185 -0.4 0.4 -0.9



68
Properties=species:S:1:pos:R:3:forces:R:3 method="wB97M-V/def2-TZVPD" total_charge=+3 fmax_ha_per_bohr=0.0083 e_above_lowest_kcal_mol=0.0 lumo_energy_ev=-10.481 homo_energy_ha=-0.629 orbital_gap_ha=0.244
W -0.6352 0.3864 -0.2265 -0.1 0.4 -0.1
C -1.2377 3.6355 -3.9063 0.0 0.0 0.0
C -0.3331 2.4972 -3.3966 0.0 -0.1 0.0
C 1.0744 3.0136 -3.1158 0.0 0.1 0.0
C -1.0600 1.9022 -2.2170 0.0 0.1 0.0
C -1.8041 0.7314 -2.3142 0.0 0.1 0.0
C -2.6497 0.2893 -1.2435 -0.1 0.0 -0.1
C -2.9442 1.1423 -0.1478 -0.1 0.1 0.0
C -4.0148 0.8085 0.8414 0.0 0.0 0.0
C -2.1143 2.2561 -0.0044 -0.1 -0.1 0.0
C -1.0797 2.5379 -0.9401 0.0 0.0 0.1
H -0.8264 4.0267 -4.8355 0.0 0.0 0.0
H -1.2756 4.4559 -3.1865 0.0 0.0 0.0
H -2.2556 3.2999 -4.1057 0.0 0.0 0.0
H -0.2884 1.7253 -4.1686 0.0 0.0 0.0
H 1.0861 3.7428 -2.3018 0.0 0.0 0.0
H 1.4379 3.5309 -4.0026 0.0 0.0 0.0
H 1.7734 2.2109 -2.8881 0.0 0.0 0.0
H -1.7430 0.1269 -3.2100 0.0 0.0 0.0
H -3.1950 -0.6375 -1.3573 0.0 0.0 0.0
H -4.1771 -0.2658 0.9061 0.0 0.0 0.0
H -4.9472 1.2694 0.5061 0.0 0.0 0.0
H -3.7855 1.2017 1.8306 0.0 0.0 0.0
H -2.1935 2.8740 0.8806 0.0 0.0 0.0
H -0.4313 3.3826 -0.7559 0.0 0.0 0.0
N -0.4845 -1.4568 -1.2035 -0.1 -0.2 -0.1
C -0.4332 -2.4962 -1.7063 0.1 0.0 0.0
C -0.3728 -3.7638 -2.3167 -0.1 0.0 0.1
C 0.6788 -4.0594 -3.1973 0.0 -0.1 0.0
C 0.7116 -5.3078 -3.7843 0.0 0.0 0.0
C -0.2836 -6.2374 -3.4967 0.0 0.0 0.0
C -1.3241 -5.9386 -2.6215 0.0 0.0 0.0
C -1.3806 -4.6976 -2.0211 0.1 -0.1 -0.1
H 1.4436 -3.3252 -3.4103 0.0 0.0 0.0
H 1.5089 -5.5639 -4.4679 0.0 0.0 0.0
H -0.2490 -7.2135 -3.9626 0.0 0.0 0.0
H -2.0864 -6.6762 -2.4132 0.0 0.0 0.0
H -2.1828 -4.4497 -1.3388 0.0 0.0 0.0
O -0.2082 1.2949 1.6701 0.0 -0.1 0.0
C -0.5612 0.2317 2.3026 0.1 -0.2 0.0
N -1.0189 -0.7096 1.4251 0.3 0.1 0.0
S -0.7492 -2.3936 1.8402 -0.1 0.1 0.1
O 0.6865 -2.5040 1.8683 0.0 0.0 0.0
O -1.3099 -2.2332 3.3484 -0.1 -0.1 0.1
C -0.8634 -1.2394 4.1999 0.0 0.0 0.0
C -0.8609 -1.5057 5.5522 0.0 0.0 0.0
C -0.4588 -0.4979 6.4158 0.0 0.0 0.0
C -0.0621 0.7605 5.9486 0.0 0.0 0.0
C -0.0637 1.0187 4.6012 0.0 0.0 -0.1
C -0.4688 0.0129 3.7000 0.0 0.0 0.1
H -1.1665 -2.4771 5.9153 0.0 0.0 0.0
H -0.4527 -0.6927 7.4804 0.0 0.0 0.0
H 0.2339 1.5250 6.6529 0.0 0.0 0.0
H 0.2088 1.9945 4.2201 0.0 0.0 0.0
C 4.5387 1.8027 -0.5240 0.0 0.0 0.0
As 3.1349 1.1979 0.6307 0.0 0.1 0.1
C 3.7434 -0.2946 1.6694 0.0 0.0 0.0
C 2.5929 2.6373 1.7789 0.1 0.0 -0.1
S 1.6262 0.3649 -0.7682 0.1 -0.3 0.0
H 5.3760 2.1074 0.1045 0.0 0.0 0.0
H 4.1922 2.6483 -1.1145 0.0 0.0 0.0
H 4.8462 0.9865 -1.1749 0.0 0.0 0.0
H 4.6204 0.0358 2.2278 0.0 0.0 0.0
H 4.0188 -1.1091 1.0020 0.0 0.0 0.0
H 2.9610 -0.6305 2.3473 0.0 0.0 0.0
H 3.5108 3.0810 2.1677 0.0 0.0 0.0
H 1.9924 2.2455 2.5920 0.0 0.0 0.0
H 2.0344 3.3842 1.2199 0.0 0.0 0.0



94
Properties=species:S:1:pos:R:3:forces:R:3 method="wB97M-V/def2-TZVPD" smiles="COCCNCCOC.COCCNCCOC.NC(N)=O.NC(N)=O.NC(N)=O.NC(N)=O.NC(N)=O.O.O" fmax_ha_per_bohr=0.0382 lumo_energy_ev=0.109 homo_energy_ha=-0.314 orbital_gap_ha=0.318
C 4.5742 -1.2253 0.8491 -0.3 0.8 -0.4
O 3.2507 -1.4913 0.4092 0.3 -0.2 0.6
C 2.9012 -2.8101 0.7991 -0.6 -0.3 0.3
C 1.4360 -3.1238 0.5270 -0.1 1.0 -0.7
N 1.2734 -4.5521 0.6292 0.0 -0.8 0.0
C -0.0008 -5.0906 0.1878 -0.9 0.6 -0.9
C -1.2157 -4.5834 0.9565 0.6 0.0 0.3
O -2.2665 -5.4690 0.6380 -0.2 0.0 0.1
C -3.4376 -5.1678 1.3473 -0.3 -0.2 0.5
H 4.7464 -0.1501 0.7437 0.0 -0.1 -0.1
H 5.2896 -1.7518 0.2119 0.1 -0.2 0.2
H 4.7034 -1.4568 1.9071 0.1 -0.3 0.0
H 3.0460 -2.9677 1.8735 0.3 0.2 0.0
H 3.5477 -3.5105 0.2567 -0.1 -0.1 0.0
H 1.1521 -2.6525 -0.4325 0.1 -0.5 -0.3
H 0.7681 -2.6115 1.2274 0.3 -0.1 0.4
H 1.9757 -5.0064 0.0570 0.1 0.1 0.1
H -0.0457 -6.1794 0.2096 0.4 0.0 0.4
H -0.2019 -4.8331 -0.8676 0.1 0.0 0.0
H -1.4516 -3.5473 0.6762 -0.2 -0.1 -0.1
H -1.0148 -4.5635 2.0387 0.0 -0.2 0.0
H -4.2163 -5.9012 1.1328 0.1 0.0 -0.5
H -3.7965 -4.1651 1.1081 -0.1 0.1 0.0
H -3.3023 -5.2591 2.4358 0.3 0.3 -0.1
C -1.9261 4.6136 -3.6292 0.3 0.3 -0.1
O -1.7581 3.3295 -3.0694 0.3 -0.6 -0.3
C -2.7538 2.3886 -3.4743 -1.3 0.9 0.2
C -3.7927 2.2706 -2.3659 0.9 -0.2 0.8
N -3.1888 1.5185 -1.2555 -0.8 -0.1 -0.1
C -4.0946 1.4035 -0.1231 -0.5 -0.2 0.3
C -3.4064 0.6264 0.9887 0.7 0.5 -0.1
O -3.9983 0.9639 2.2224 -0.5 -0.3 0.0
C -3.4142 0.3028 3.3110 0.1 -1.9 -0.3
H -1.9631 4.5769 -4.7231 -0.3 -0.1 0.0
H -1.0517 5.2188 -3.3902 0.0 -0.1 0.3
H -2.8146 5.1008 -3.2204 -0.1 0.0 -0.1
H -2.3015 1.4205 -3.6823 0.1 0.0 0.0
H -3.2806 2.7595 -4.3613 0.3 -0.1 -0.2
H -4.7105 1.7930 -2.7078 0.1 -0.3 0.0
H -4.0678 3.2623 -1.9778 -0.1 0.2 -0.5
H -2.3842 2.0250 -0.9062 0.0 0.1 -0.2
H -5.0019 0.8443 -0.3839 0.2 -0.1 -0.4
H -4.5089 2.3569 0.2397 0.5 0.2 0.1
H -2.3337 0.8660 1.0766 -0.2 0.1 -0.3
H -3.4248 -0.4278 0.6863 -0.3 -0.2 0.6
H -3.5642 0.8717 4.2257 -0.3 -0.3 -0.3
H -2.3299 0.1710 3.1647 -0.9 -0.2 -0.2
H -3.8005 -0.7187 3.4305 -0.4 0.1 0.0
N 2.6518 -3.3514 -4.4868 0.2 0.2 -0.2
C 1.7051 -2.5919 -3.8473 0.3 0.2 -0.1
N 1.8990 -1.2386 -3.9604 -0.1 -0.4 0.3
O 0.7935 -3.0571 -3.1999 -0.2 -0.4 0.2
H 2.5519 -4.3447 -4.5635 -0.2 0.0 0.1
H 3.4100 -2.9120 -4.9748 0.0 -0.1 0.0
H 2.5062 -0.8353 -4.6467 0.0 0.2 0.1
H 1.3214 -0.6802 -3.3564 -0.1 0.4 -0.3
N 5.0804 3.2665 -3.3557 1.0 -0.5 -0.2
C 4.0750 2.6175 -2.7184 -0.8 0.8 0.6
N 4.4302 1.6753 -1.8147 0.5 -0.4 -0.2
O 2.8972 2.9375 -2.8541 -0.1 0.1 -0.4
H 4.9340 4.0284 -3.9896 -0.5 -0.1 0.0
H 5.9939 2.8471 -3.3860 0.0 0.1 0.1
H 3.7255 1.3164 -1.1935 -0.1 0.0 -0.1
H 5.3927 1.4349 -1.6653 0.0 0.0 0.2
N 1.3552 0.5480 -0.3008 0.6 -0.2 0.5
C 0.6337 1.0912 0.7070 -0.5 0.1 -0.9
N -0.2700 2.0241 0.3012 0.4 -0.1 0.1
O 0.7662 0.7385 1.8895 0.0 0.2 0.1
H 1.1655 0.7752 -1.2675 -0.1 0.1 0.1
H 2.0729 -0.1239 -0.0485 -0.3 -0.2 0.0
H -0.3984 2.1102 -0.6953 0.0 0.2 0.1
H -0.8858 2.4907 0.9717 0.1 -0.1 0.0
N -2.9322 2.9803 4.3322 -0.2 0.6 0.0
C -2.0091 2.6016 3.3906 0.8 0.0 0.8
N -1.1589 1.6122 3.7864 0.3 1.6 0.1
O -1.9427 3.1275 2.2867 0.0 0.3 -0.1
H -2.9664 2.6007 5.2606 0.3 0.0 0.0
H -3.3573 3.8835 4.2250 -0.1 -0.1 -0.3
H -1.3092 1.1481 4.6625 0.4 0.0 0.0
H -0.4133 1.3573 3.1435 0.1 -0.2 0.1
N 0.2693 -1.3605 4.3635 0.1 0.5 0.1
C 1.5643 -1.1462 4.7775 0.8 -1.1 0.0
N 2.3642 -0.6387 3.7891 -0.7 0.5 -0.5
O 1.9814 -1.5365 5.8582 -0.3 0.2 -0.1
H -0.0550 -0.9714 3.4949 -0.1 -0.2 0.0
H -0.3537 -1.7916 5.0187 -0.1 0.1 0.0
H 3.3566 -0.5686 3.8932 0.0 0.1 0.5
H 1.8987 -0.0598 3.0909 0.5 -0.2 -0.2
O 0.4452 1.6286 -2.7797 -0.3 -0.2 -0.4
H 1.0866 2.2115 -3.2094 0.2 0.0 0.3
H -0.4289 1.9665 -3.0401 0.4 0.2 0.1
O 1.4285 4.6212 -0.8620 0.0 0.1 -0.1
H 1.1010 3.8709 -0.3518 0.0 0.0 0.0
H 1.7801 4.2288 -1.6712 0.1 -0.1 0.1



71
Properties=species:S:1:pos:R:3:forces:R:3 method="wB97M-V/def2-TZVPD" smiles="CC[C@@H]1CCCCN1CCCNC(=O)[C@H]1CC[C@@H](Cn2c(=O)[nH]c3ccccc3c2=O)CC1" fmax_ha_per_bohr=0.0125 e_above_lowest_kcal_mol=0.1 lumo_energy_ev=0.386 homo_energy_ha=-0.313 orbital_gap_ha=0.327
C 5.7847 1.7146 1.7118 -0.1 0.0 -0.2
C 4.8455 1.6377 0.5142 -0.2 -0.1 0.2
C 3.6917 0.6368 0.7362 0.2 -0.1 0.1
C 4.1443 -0.8187 0.5644 0.1 0.2 0.0
C 4.4099 -1.1737 -0.8960 -0.2 -0.1 0.1
C 3.1963 -0.8237 -1.7500 0.2 0.2 -0.1
C 2.7854 0.6247 -1.5134 -0.1 -0.3 -0.1
N 2.5179 0.8524 -0.1027 -0.1 -0.1 0.1
C 1.8415 2.1216 0.1185 -0.4 -0.1 -0.1
C 0.3255 1.9553 -0.0020 0.2 0.4 0.0
C -0.3788 3.3024 -0.1850 0.2 -0.3 -0.2
N -1.8177 3.1643 -0.1187 0.1 0.2 0.3
C -2.5156 2.6450 -1.1529 -0.5 0.2 0.3
O -2.0024 2.4394 -2.2359 0.2 -0.1 -0.3
C -4.0102 2.3971 -0.9303 -0.2 -0.1 -0.2
C -4.5149 2.4441 0.5120 0.2 0.0 0.0
C -3.9733 1.2930 1.3582 -0.3 0.1 -0.1
C -4.2895 -0.0604 0.7178 0.4 0.0 0.1
C -3.7287 -1.2195 1.5731 -0.4 0.1 0.2
N -2.4856 -1.7965 1.0747 -0.2 -0.1 0.1
C -1.3085 -1.1333 1.3575 0.4 -0.1 0.0
O -1.2703 -0.1088 2.0051 -0.1 0.2 0.2
N -0.1611 -1.7018 0.8709 0.2 0.2 0.1
C -0.1084 -2.9090 0.2172 -0.4 -0.5 -0.2
C 1.1016 -3.4996 -0.1434 0.0 0.0 0.0
C 1.1044 -4.7097 -0.8051 -0.1 0.1 0.0
C -0.0891 -5.3549 -1.1128 -0.1 -0.1 -0.1
C -1.2882 -4.7879 -0.7410 0.0 0.2 0.1
C -1.3089 -3.5651 -0.0701 0.4 -0.1 -0.1
C -2.5841 -2.9805 0.3498 0.0 -0.1 0.0
O -3.6624 -3.4855 0.1203 0.0 -0.1 -0.1
C -3.7671 -0.0924 -0.7194 -0.4 0.0 0.0
C -4.3699 1.0392 -1.5456 0.3 0.0 -0.1
H 6.2645 0.7567 1.8975 0.1 -0.1 0.1
H 5.2399 2.0036 2.6085 0.0 0.0 0.1
H 6.5632 2.4530 1.5325 0.1 0.0 0.1
H 5.4175 1.3657 -0.3729 0.0 0.1 -0.1
H 4.4183 2.6279 0.3418 0.0 0.0 -0.1
H 3.3480 0.7605 1.7727 0.1 0.0 -0.1
H 5.0398 -0.9953 1.1614 0.0 -0.1 0.1
H 3.3561 -1.4666 0.9542 0.0 0.0 0.1
H 5.2797 -0.6235 -1.2593 0.1 0.0 0.0
H 4.6383 -2.2386 -0.9816 0.1 0.0 0.0
H 3.4223 -0.9698 -2.8076 0.0 0.0 0.0
H 2.3582 -1.4728 -1.4931 -0.1 0.0 0.0
H 3.5686 1.3019 -1.8944 0.0 0.0 0.0
H 1.8697 0.8361 -2.0697 0.0 0.1 0.0
H 2.1790 2.8864 -0.5998 0.1 0.0 0.1
H 2.0773 2.4824 1.1226 0.1 0.0 0.0
H 0.0890 1.3302 -0.8639 0.0 -0.1 0.0
H -0.0591 1.4609 0.8914 0.0 0.0 -0.1
H -0.1306 3.7131 -1.1673 0.0 0.1 0.1
H -0.0674 4.0081 0.5886 0.0 0.0 -0.1
H -2.2279 3.1810 0.7987 -0.1 0.0 -0.1
H -4.5171 3.1816 -1.5069 0.1 0.0 0.0
H -4.2846 3.4060 0.9774 -0.1 0.0 0.0
H -5.6055 2.3641 0.4795 0.0 0.1 0.0
H -2.8942 1.3653 1.4872 0.0 0.0 0.1
H -4.4274 1.3374 2.3517 0.1 0.0 0.1
H -5.3783 -0.1780 0.6832 0.0 0.0 0.0
H -4.4434 -2.0440 1.5927 0.2 0.1 0.1
H -3.5441 -0.8697 2.5912 0.0 -0.1 -0.1
H 0.6906 -1.1706 1.0135 -0.1 0.1 0.0
H 2.0294 -3.0110 0.1086 0.1 0.1 0.0
H 2.0455 -5.1603 -1.0826 0.1 0.0 0.0
H -0.0724 -6.2995 -1.6332 0.0 -0.1 0.0
H -2.2325 -5.2661 -0.9502 -0.1 0.0 0.0
H -2.6802 0.0221 -0.7220 0.1 -0.1 0.0
H -4.0106 -1.0533 -1.1773 0.1 0.0 0.0
H -3.9775 0.9974 -2.5624 -0.1 0.0 0.0
H -5.4556 0.9313 -1.5882 -0.1 0.0 0.0